Record 1
Entry from the Open Molecules 2025 dataset: C14H24ClO5P2PtS as an isolated structure in a non-equilibrium geometry (ωB97M-V/def2-TZVPD).

Positions of all 48 atoms, in Å:
Pt 0.137 0.094 0.307
C 3.064 -0.983 -1.217
P 2.422 0.247 -0.045
C 3.566 0.196 1.367
C 2.740 1.855 -0.844
C 3.973 2.128 -1.427
C 4.186 3.328 -2.088
C 3.166 4.265 -2.167
C 1.943 4.012 -1.565
C 1.731 2.813 -0.893
P 0.213 2.477 0.040
C -1.096 3.579 -0.546
C 0.656 3.142 1.683
H 3.984 -0.638 -1.683
H 2.306 -1.155 -1.980
H 3.253 -1.915 -0.685
H 4.585 0.376 1.026
H 3.504 -0.785 1.838
H 3.289 0.953 2.099
H 4.780 1.407 -1.375
H 5.145 3.530 -2.544
H 3.327 5.199 -2.688
H 1.160 4.757 -1.614
H -0.871 4.608 -0.269
H -2.026 3.274 -0.066
H -1.218 3.486 -1.625
H 0.988 4.177 1.589
H 1.456 2.540 2.109
H -0.210 3.076 2.338
O -1.473 1.109 1.983
Cl -2.289 0.048 1.418
O -3.595 0.072 1.928
O -1.624 -1.206 1.710
O -2.278 0.217 -0.027
O 0.215 -1.924 -0.813
S 0.088 -2.870 0.382
C -1.347 -3.939 0.051
C -0.875 -5.349 0.364
C 0.499 -5.496 -0.286
C 1.289 -4.236 0.066
H -1.580 -3.783 -1.003
H -2.167 -3.600 0.679
H -1.578 -6.092 -0.011
H -0.790 -5.476 1.446
H 0.393 -5.583 -1.368
H 1.007 -6.391 0.071
H 1.943 -3.893 -0.734
H 1.864 -4.348 0.985

## Properties
- Total charge: +1
- E_LUMO: -4.08 eV
- Molecular weight: 596.89 g mol⁻¹
- Orbital gap: 7.590 eV
- DFT total energy: -2583.9908 hartree
- HOMO: -0.42872 Eh
- Energy above the lowest of the compared OMol25 structures with the same formula, charge and spin: 47.3 kcal per mole

The computed Mulliken charges, all in e, follow: 0.44 -1.13 1.05 -1.25 0.18 -0.73 -0.89 -0.64 -0.86 0.66 1.05 -1.33 -1.12 0.58 0.30 0.27 0.44 0.42 0.33 0.34 0.41 0.42 0.37 0.45 0.36 0.44 0.45 0.21 0.45 -0.62 1.87 -0.68 -0.71 -0.66 -0.75 0.69 -0.71 -0.62 -0.75 -0.50 0.36 0.40 0.36 0.29 0.33 0.36 0.22 0.46



Record 2
Entry from the Open Molecules 2025 dataset: a 2-piece molecular cluster, C5H13NO2 overall in a non-equilibrium geometry (ωB97M-V/def2-TZVPD).

Positions of all 21 atoms, in Å:
C 0.350 -0.382 0.934
C -0.429 -1.239 2.013
C -0.464 0.840 0.349
N 0.407 1.852 -0.356
C 0.765 1.401 -1.667
C 2.000 0.406 -1.426
O 2.111 -0.526 -2.165
H 0.695 -0.938 0.059
H 1.170 0.048 1.573
H -1.125 -0.508 2.573
H 0.251 -1.685 2.913
H -0.820 -2.112 1.524
H -1.014 1.296 1.208
H -1.264 0.295 -0.326
H -0.064 2.678 -0.438
H 0.922 2.225 -2.398
H 0.049 0.941 -2.403
H 2.841 0.434 -0.683
H -1.964 -1.523 0.389
H -2.063 -1.515 -1.255
O -2.353 -1.990 -0.419

## Properties
- 2S+1: 2
- Total charge: -1
- ⟨S²⟩: 0.752
- E_LUMO (alpha / beta): 3.73 / 3.60 eV
- Molecular weight: 119.16 g mol⁻¹
- Orbital gap (alpha / beta): 2.703 / 7.404 eV
- DFT total energy: -403.4033 hartree
- HOMO (alpha / beta): 0.03792 / -0.13982 Eh
- Energy above the lowest of the compared OMol25 structures with the same formula, charge and spin: 86.9 kcal per mole

The computed Mulliken charges, all in e, follow: -0.33 -1.44 -0.54 -0.35 -0.84 -0.70 -0.46 0.24 0.28 0.27 0.30 0.51 0.39 0.05 0.52 0.38 0.26 0.44 0.37 0.38 -0.73



Record 3
Entry from the Open Molecules 2025 dataset: CH2NOP as an isolated structure in a non-equilibrium geometry (ωB97M-V/def2-TZVPD).

Positions of all 6 atoms, in Å:
C -1.047 -0.903 1.536
N 0.949 0.141 -1.589
O -2.126 -0.596 1.403
P 0.136 -0.260 -0.356
H 1.683 0.965 -1.615
H 0.406 0.654 0.621

## Properties
- Total charge: 0
- E_LUMO: -0.39 eV
- Molecular weight: 75.01 g mol⁻¹
- Orbital gap: 9.307 eV
- DFT total energy: -510.5630 hartree
- HOMO: -0.35631 Eh
- Energy above the lowest of the compared OMol25 structures with the same formula, charge and spin: 51.8 kcal per mole

The computed Mulliken charges, all in e, follow: 0.12 -0.55 -0.14 0.31 0.27 -0.02



Record 4
Entry from the Open Molecules 2025 dataset: a 2-piece molecular cluster, C3H3ClO2 overall in a non-equilibrium geometry (ωB97M-V/def2-TZVPD).

Positions of all 9 atoms, in Å:
C -2.913 -0.954 0.105
C -1.399 0.364 -0.436
C -0.015 0.138 0.132
O -3.571 -1.262 -0.793
O -2.368 -0.813 1.112
Cl -2.068 1.869 -0.028
H 0.026 -0.980 0.066
H -0.068 0.438 1.081
H 0.815 0.508 -0.434

## Properties
- Total charge: 0
- E_LUMO: -0.51 eV
- Molecular weight: 106.51 g mol⁻¹
- Orbital gap: 8.624 eV
- DFT total energy: -726.6763 hartree
- HOMO: -0.33580 Eh
- Energy above the lowest of the compared OMol25 structures with the same formula, charge and spin: 65.0 kcal per mole

The computed Mulliken charges, all in e, follow: 0.74 0.10 -0.98 -0.39 -0.35 -0.09 0.24 0.36 0.36



Record 5
Entry from the Open Molecules 2025 dataset: C9H13N6 as an isolated structure in a non-equilibrium geometry (ωB97M-V/def2-TZVPD).

Positions of all 28 atoms, in Å:
C 2.790 1.592 0.242
C 0.563 -0.593 -1.269
C 1.972 -0.142 0.867
C -0.398 0.413 -1.759
C -0.579 0.336 0.628
C 0.640 -0.537 0.308
C -0.636 1.312 -0.583
C -1.883 2.067 -0.910
C 2.350 -2.174 1.962
N 1.950 2.602 0.051
N 4.023 1.840 -0.122
N 2.735 3.554 -0.378
N 3.946 3.155 -0.440
N 1.336 -1.304 -1.952
N 2.731 -0.842 1.578
H 0.081 0.730 -2.663
H -1.190 -0.135 -2.157
H -1.620 -0.189 0.539
H -0.475 0.914 1.497
H 0.467 -1.589 0.477
H 0.133 2.033 -0.602
H -2.169 2.952 -0.201
H -2.598 1.344 -1.080
H -1.804 2.628 -1.864
H 2.047 -2.173 3.125
H 3.147 -3.024 1.837
H 1.483 -2.554 1.511
H 2.049 -1.887 -1.540

## Properties
- Total charge: -1
- E_LUMO: 3.13 eV
- Molecular weight: 205.25 g mol⁻¹
- Orbital gap: 8.398 eV
- DFT total energy: -679.1565 hartree
- HOMO: -0.19344 Eh
- Energy above the lowest of the compared OMol25 structures with the same formula, charge and spin: 58.4 kcal per mole

The computed Mulliken charges, all in e, follow: 0.56 0.12 0.41 -1.11 -1.39 0.60 0.90 -1.69 -0.79 -0.03 -0.48 -0.74 -0.37 -0.83 -0.59 0.36 0.48 0.24 0.45 0.39 0.27 0.30 0.47 0.36 0.26 0.26 0.36 0.24



Record 6
Entry from the Open Molecules 2025 dataset: C2H5NO3 as an isolated structure in a non-equilibrium geometry (ωB97M-V/def2-TZVPD).

Positions of all 11 atoms, in Å:
C -0.811 -0.161 0.013
C 0.339 0.653 0.434
N -0.755 -1.504 0.241
O -1.773 0.388 -0.501
O 1.849 -0.034 -0.242
O 0.281 1.962 0.011
H 0.549 0.560 1.583
H 0.128 -1.894 0.299
H -1.456 -2.141 -0.036
H 1.914 0.246 -1.074
H -0.266 1.926 -0.727

## Properties
- 2S+1: 3
- Total charge: 0
- ⟨S²⟩: 2.010
- E_LUMO (alpha / beta): 0.72 / -3.71 eV
- Molecular weight: 91.07 g mol⁻¹
- Orbital gap (alpha / beta): 6.756 / 6.260 eV
- DFT total energy: -359.4724 hartree
- HOMO (alpha / beta): -0.22197 / -0.36653 Eh
- Energy above the lowest of the compared OMol25 structures with the same formula, charge and spin: 29.8 kcal per mole

The computed Mulliken charges, all in e, follow: 0.53 0.02 -0.40 -0.35 -0.58 -0.47 0.24 0.22 0.23 0.24 0.32



Record 7
Entry from the Open Molecules 2025 dataset: an isolated ion of composition C3H6N3 and charge +1 in a non-equilibrium geometry (ωB97M-V/def2-TZVPD).

Positions of all 12 atoms, in Å:
C 2.145 0.095 0.275
C -1.581 0.205 -0.453
C 0.969 0.787 -0.276
N 1.755 -0.325 -0.830
N -0.406 0.570 0.352
N -0.912 -0.799 0.463
H 2.894 -0.126 1.026
H -2.452 0.689 -0.093
H -1.477 -0.089 -1.519
H 0.902 1.772 -0.577
H -1.423 -1.118 1.335
H -0.414 -1.661 0.297

## Properties
- Total charge: +1
- E_LUMO: -3.72 eV
- Molecular weight: 84.10 g mol⁻¹
- Orbital gap: 10.867 eV
- DFT total energy: -281.7452 hartree
- HOMO: -0.53606 Eh
- Energy above the lowest of the compared OMol25 structures with the same formula, charge and spin: 108.4 kcal per mole
- SMILES: C1=N[C@H]1N1C[NH2+]1

The computed Mulliken charges, all in e, follow: -0.12 -0.15 0.02 -0.41 -0.13 -0.25 0.36 0.29 0.30 0.45 0.31 0.34



Record 8
Entry from the Open Molecules 2025 dataset: a 10-piece molecular cluster, C38H52N2O26S3 overall in a non-equilibrium geometry (ωB97M-V/def2-TZVPD).

Positions of all 121 atoms, in Å:
C 6.502 -1.609 -7.416
C 7.119 -1.494 -6.003
O 7.911 -2.680 -5.786
S 7.547 -3.900 -6.803
O 6.341 -4.505 -6.352
O 8.679 -4.738 -7.088
O 7.190 -2.686 -7.981
H 6.645 -0.672 -7.953
H 5.448 -1.844 -7.263
H 6.273 -1.477 -5.316
H 7.694 -0.572 -5.919
C -2.683 -0.167 8.280
C -4.119 -0.665 8.291
O -4.107 -1.893 7.538
S -2.669 -2.100 6.640
O -2.805 -1.762 5.254
O -2.018 -3.391 6.868
O -1.881 -0.881 7.449
H -2.390 -0.458 9.289
H -2.443 0.872 8.053
H -4.831 0.077 7.931
H -4.222 -1.049 9.306
C -1.089 0.711 -0.519
C -0.728 -0.662 -0.181
O -0.008 -1.235 -1.207
S 0.955 -0.166 -2.024
O 0.730 -0.241 -3.464
O 2.319 -0.293 -1.481
O 0.059 1.049 -1.350
H -1.230 1.375 0.333
H -1.968 0.787 -1.160
H -1.541 -1.384 -0.096
H -0.110 -0.658 0.717
C -2.247 5.735 5.931
C -1.047 6.012 6.505
C -0.916 7.030 7.441
C -2.058 7.768 7.897
C -3.272 7.506 7.274
C -3.338 6.541 6.279
N -1.910 8.934 8.878
O -0.844 9.143 9.514
O -2.908 9.654 8.916
H -2.550 4.996 5.204
H -0.166 5.431 6.280
H 0.038 7.355 7.829
H -4.235 7.810 7.655
H -4.288 6.295 5.829
C 8.513 -2.771 -0.262
C 8.770 -1.964 0.764
C 9.496 -2.453 1.819
C 9.952 -3.740 1.710
C 9.868 -4.517 0.597
C 8.982 -4.123 -0.394
N 10.617 -4.305 2.936
O 11.214 -5.387 2.748
O 10.711 -3.733 4.023
H 8.029 -2.234 -1.064
H 8.444 -0.938 0.852
H 9.804 -1.729 2.559
H 10.274 -5.494 0.379
H 8.866 -4.759 -1.260
O -4.599 6.713 -2.096
C -3.544 6.244 -2.460
O -3.445 5.505 -3.580
C -2.048 5.211 -3.801
C -1.249 6.178 -2.955
C -2.202 6.362 -1.793
H -1.774 5.373 -4.844
H -1.878 4.182 -3.483
H -1.165 7.161 -3.418
H -0.281 5.776 -2.654
H -2.125 7.303 -1.248
H -2.037 5.671 -0.966
O 3.950 3.404 -5.179
C 3.645 3.996 -6.135
O 2.557 3.649 -6.841
C 2.206 4.447 -7.921
C 2.726 5.764 -7.388
C 3.902 5.444 -6.394
H 1.154 4.529 -8.191
H 2.817 4.035 -8.724
H 1.945 6.271 -6.821
H 2.914 6.466 -8.200
H 3.567 6.082 -5.576
H 4.931 5.563 -6.735
O -6.752 1.211 -2.873
C -7.942 1.506 -3.106
O -8.806 0.595 -3.535
C -10.136 1.103 -3.724
C -10.001 2.497 -3.312
C -8.630 2.790 -2.914
H -10.850 0.725 -2.993
H -10.571 1.013 -4.719
H -10.624 2.752 -2.454
H -10.309 3.156 -4.123
H -8.694 2.911 -1.832
H -8.123 3.517 -3.547
O -5.252 -6.091 1.656
C -6.155 -6.674 2.264
O -6.718 -7.749 1.657
C -7.509 -8.434 2.544
C -7.938 -7.394 3.508
C -6.775 -6.408 3.616
H -6.955 -9.285 2.938
H -8.276 -8.746 1.835
H -7.773 -7.888 4.466
H -8.954 -7.016 3.391
H -6.050 -6.745 4.356
H -7.145 -5.397 3.790
O 3.348 -4.589 1.846
C 3.439 -5.631 1.203
O 3.464 -6.820 1.827
C 3.580 -7.913 0.851
C 3.888 -7.281 -0.508
C 3.321 -5.863 -0.346
H 2.657 -8.470 0.688
H 4.484 -8.482 1.066
H 3.399 -7.739 -1.367
H 4.958 -7.368 -0.695
H 2.254 -5.797 -0.562
H 3.807 -5.074 -0.919

## Properties
- Total charge: 0
- E_LUMO: -0.79 eV
- Molecular weight: 1049.02 g mol⁻¹
- Orbital gap: 9.019 eV
- DFT total energy: -4739.0039 hartree
- HOMO: -0.36031 Eh
- SMILES: O=[N+]([O-])c1ccccc1.O=[N+]([O-])c1ccccc1.O=S1(=O)OCCO1.O=S1(=O)OCCO1.O=S1(=O)OCCO1.O=C1CCCO1.O=C1CCCO1.O=C1CCCO1.O=C1CCCO1.O=C1CCCO1

Mulliken atomic charge list, values in e, 99 entries: -0.25 -0.27 -0.31 1.07 -0.50 -0.49 -0.38 0.30 0.27 0.26 0.30 -0.23 -0.21 -0.34 1.08 -0.49 -0.52 -0.32 0.19 0.31 0.27 0.26 -0.13 -0.32 -0.33 1.06 -0.49 -0.50 -0.34 0.26 0.25 0.27 0.27 -0.45 -0.45 -0.28 0.17 -0.31 -0.34 0.85 -0.54 -0.52 0.39 0.37 0.42 0.35 0.34 -0.32 -0.43 -0.22 0.11 -0.19 -0.69 0.93 -0.56 -0.58 0.37 0.38 0.38 0.41 0.43 -0.60 0.56 -0.33 -0.38 -0.45 -0.46 0.29 0.26 0.26 0.32 0.28 0.25 -0.52 0.49 -0.37 -0.34 -0.66 -0.27 0.30 0.26 0.22 0.37 0.20 0.32 -0.63 0.40 -0.33 -0.20 -0.67 -0.07 0.20 0.28 0.29 0.26 0.20 0.27 -0.60 0.45